An isolated molecule of C6H11N, computed with ωB97M-V with the def2-TZVPD basis set.

Each line ends with the Löwdin charge.
Cartesian coordinates (Å):
N 2.02 -0.09 -1.33  0.09
C -0.03 -1.67 -0.95  -0.04
C 0.98 -0.21 -0.63  -0.33
C 1.34 0.98 1.60  -0.05
C 0.45 0.45 0.51  -0.27
C -0.90 0.21 0.68  -0.11
C -1.99 0.48 -0.32  -0.09
H 1.97 0.63 -2.06  0.07
H -2.75 -0.30 -0.28  0.08
H 2.35 1.18 1.26  0.08
H 0.76 -2.42 -0.90  0.04
H 0.96 1.92 2.01  0.08
H -0.34 -1.53 -1.98  0.04
H -1.61 0.57 -1.34  0.08
H -0.85 -2.07 -0.36  0.05
H -1.27 0.18 1.71  0.11
H 1.38 0.26 2.42  0.09
H -2.48 1.42 -0.04  0.09

For the frontier orbital gap (alpha / beta), the calculation gives 7.407 / 7.410 eV. For the HOMO energy (alpha / beta), the calculation gives -7.72 / -7.72 eV. The net charge is 0. The structure (SMILES) is [H]/N=C(C)\C(C)=C/C. For the LUMO energy (alpha / beta), the calculation gives -0.31 / -0.31 eV.

=====

An isolated molecule of C6H11N, computed with ωB97M-V with the def2-TZVPD basis set.

Each line ends with the Löwdin charge.
Cartesian coordinates (Å):
N -1.63 -1.44 -1.83  0.16
C -1.24 -0.47 -1.33  -0.21
C -0.30 1.76 -1.77  -0.07
C 1.06 -1.74 1.57  -0.11
C 0.06 -0.59 1.37  -0.25
C -0.71 0.75 -0.70  -0.38
C 0.46 0.37 0.23  -0.19
H -0.93 -1.01 1.15  0.10
H 0.06 2.68 -1.29  0.08
H 1.25 -0.08 -0.39  0.11
H 0.51 1.36 -2.39  0.09
H -0.04 -0.03 2.30  0.11
H 1.83 -1.48 2.30  0.07
H -1.13 2.02 -2.42  0.08
H 0.88 1.30 0.64  0.12
H 1.57 -1.98 0.63  0.07
H -1.52 1.17 -0.09  0.15
H 0.56 -2.64 1.92  0.07

For the frontier orbital gap, the calculation gives 12.351 eV. For the HOMO energy, the calculation gives -11.38 eV. The net charge is 0. The structure (SMILES) is CCC[C@@H](C)C#N. For the LUMO energy, the calculation gives 0.97 eV.

=====

An isolated molecule of C6H11N, computed with ωB97M-V with the def2-TZVPD basis set.

Each line ends with the Löwdin charge.
Cartesian coordinates (Å):
N -2.87 -1.04 0.67  0.15
C 0.46 -0.07 -0.07  -0.20
C 0.20 1.03 0.95  -0.27
C -1.91 -0.87 0.05  -0.21
C 1.47 1.47 1.67  -0.12
C -0.80 -0.49 -0.84  -0.38
C -0.56 -1.57 -1.90  -0.06
H -1.50 -1.87 -2.37  0.08
H -0.55 0.69 1.68  0.11
H 2.22 1.84 0.96  0.07
H 1.27 2.27 2.39  0.07
H 1.19 0.28 -0.81  0.12
H 0.10 -1.18 -2.68  0.08
H 1.91 0.63 2.22  0.07
H -1.19 0.40 -1.35  0.15
H -0.25 1.90 0.44  0.11
H 0.90 -0.94 0.43  0.13
H -0.09 -2.46 -1.47  0.09

For the frontier orbital gap, the calculation gives 12.292 eV. For the HOMO energy, the calculation gives -11.39 eV. The net charge is 0. The structure (SMILES) is CCC[C@@H](C)C#N. For the LUMO energy, the calculation gives 0.90 eV.

=====

An isolated molecule of C6H11N, computed with ωB97M-V with the def2-TZVPD basis set.

Each line ends with the Löwdin charge.
Cartesian coordinates (Å):
N -1.57 -1.10 -1.81  0.16
C -1.30 -1.27 1.82  -0.11
C 0.81 1.08 -0.52  -0.23
C -0.80 -0.73 -1.02  -0.21
C 1.44 0.95 -1.90  -0.11
C -0.55 -0.03 1.33  -0.23
C 0.15 -0.22 -0.02  -0.34
H 0.04 1.86 -0.53  0.12
H -1.70 -1.11 2.82  0.07
H 0.93 -0.99 0.09  0.15
H 0.21 0.26 2.06  0.12
H -1.25 0.81 1.24  0.12
H -2.15 -1.50 1.16  0.07
H 1.56 1.37 0.22  0.12
H -0.65 -2.15 1.85  0.08
H 0.68 0.78 -2.67  0.07
H 1.98 1.87 -2.17  0.07
H 2.16 0.12 -1.94  0.08

For the frontier orbital gap, the calculation gives 12.332 eV. For the HOMO energy, the calculation gives -11.38 eV. The net charge is 0. The structure (SMILES) is CCC(C#N)CC. For the LUMO energy, the calculation gives 0.95 eV.

=====

An isolated molecule of C6H11N, computed with ωB97M-V with the def2-TZVPD basis set.

Each line ends with the Löwdin charge.
Cartesian coordinates (Å):
N 3.79 0.46 -0.02  0.05
C 0.42 1.84 0.02  -0.11
C -1.54 0.36 -0.03  -0.08
C -0.02 0.40 0.32  -0.44
C 0.95 -0.64 -0.33  -0.23
C 2.69 0.06 -0.11  -0.13
C 1.03 -2.05 0.24  -0.11
H -1.75 0.58 -1.10  0.09
H 1.36 2.25 0.52  0.09
H 0.36 1.91 -1.03  0.06
H -0.04 -2.52 0.39  0.11
H 1.70 -2.72 -0.36  0.08
H -2.11 0.93 0.69  0.07
H 0.80 -0.44 -1.40  0.11
H -0.37 2.54 0.60  0.12
H -1.98 -0.61 0.25  0.07
H 0.14 0.18 1.35  0.12
H 1.60 -1.93 1.25  0.11

For the frontier orbital gap, the calculation gives 12.060 eV. For the HOMO energy, the calculation gives -11.33 eV. The net charge is 0. The structure (SMILES) is CC(C)[C@H](C)C#N. For the LUMO energy, the calculation gives 0.73 eV.

=====

An isolated molecule of C6H11N, computed with ωB97M-V with the def2-TZVPD basis set.

Each line ends with the Löwdin charge.
Cartesian coordinates (Å):
N 0.18 -2.63 -1.42  0.03
C 0.04 0.48 0.83  -0.08
C -0.19 -1.49 -0.65  -0.18
C 0.57 -0.52 -0.14  -0.29
C -1.70 2.33 1.15  -0.11
C 2.04 -0.34 -0.52  -0.05
C -1.17 1.01 0.73  -0.17
H -1.93 0.48 0.16  0.09
H 2.38 0.68 -0.66  0.07
H 1.06 -2.61 -1.89  0.05
H -2.53 2.71 0.59  0.06
H 2.66 -0.90 0.18  0.08
H -0.93 3.12 1.15  0.07
H -0.07 -3.46 -0.93  0.07
H -2.07 2.37 2.19  0.08
H 0.81 1.04 1.35  0.11
H 2.12 -0.82 -1.50  0.06
H -1.27 -1.41 -0.63  0.10

For the frontier orbital gap, the calculation gives 8.614 eV. For the HOMO energy, the calculation gives -7.54 eV. The net charge is 0. The structure (SMILES) is C/C=C/C(C)=C/N. For the LUMO energy, the calculation gives 1.07 eV.

=====

An isolated molecule of C6H11N, computed with ωB97M-V with the def2-TZVPD basis set.

Each line ends with the Löwdin charge.
Cartesian coordinates (Å):
N 0.17 -1.77 -0.10  0.07
C 2.21 0.10 -0.20  -0.06
C -2.31 -0.41 1.11  0.01
C 0.79 0.52 -0.38  -0.28
C -0.18 -0.39 -0.26  -0.33
C -1.56 -0.03 0.07  -0.15
C 0.46 2.00 -0.39  -0.05
H 0.62 -1.98 0.79  0.08
H -2.02 0.76 -0.50  0.10
H 1.22 2.51 0.21  0.07
H -0.45 2.23 0.14  0.07
H -2.41 -1.40 1.55  0.05
H -3.19 0.20 1.30  0.05
H -0.66 -2.34 -0.19  0.07
H 2.60 -0.58 -0.97  0.09
H 2.27 -0.64 0.62  0.07
H 0.50 2.41 -1.39  0.08
H 2.91 0.88 0.07  0.08

For the frontier orbital gap, the calculation gives 8.883 eV. For the HOMO energy, the calculation gives -7.93 eV. The net charge is 0. The structure (SMILES) is C=CC(N)=C(C)C. For the LUMO energy, the calculation gives 0.95 eV.

=====

An isolated molecule of C6H11N, computed with ωB97M-V with the def2-TZVPD basis set.

Each line ends with the Löwdin charge.
Cartesian coordinates (Å):
N 0.84 -1.96 0.21  0.03
C -1.20 -0.55 0.27  -0.08
C -2.55 -0.11 -0.22  -0.09
C 0.02 1.59 -0.39  -0.05
C -0.04 0.19 0.15  -0.24
C 1.11 -0.68 0.28  -0.38
C 2.54 -0.23 0.11  -0.05
H 0.42 -2.43 1.02  0.06
H -2.50 0.22 -1.26  0.08
H 1.01 1.84 -0.79  0.07
H -3.26 -0.94 -0.15  0.07
H 3.19 -0.82 0.77  0.08
H -0.66 1.74 -1.23  0.08
H 2.88 -0.39 -0.92  0.09
H -1.30 -1.34 1.02  0.10
H -2.94 0.70 0.40  0.09
H -0.23 2.32 0.38  0.09
H 2.67 0.82 0.37  0.07

For the frontier orbital gap (alpha / beta), the calculation gives 7.157 / 7.164 eV. For the HOMO energy (alpha / beta), the calculation gives -7.20 / -7.21 eV. The net charge is 0. The structure (SMILES) is [H]/N=C(C)\C(C)=C\C. For the LUMO energy (alpha / beta), the calculation gives -0.04 / -0.04 eV.

=====

An isolated molecule of C6H11N, computed with ωB97M-V with the def2-TZVPD basis set.

Each line ends with the Löwdin charge.
Cartesian coordinates (Å):
N 0.83 -0.56 1.36  0.03
C 1.64 -1.37 0.85  -0.02
C 1.05 1.59 0.28  0.05
C -1.05 0.00 -2.11  -0.10
C -1.48 -0.54 -0.73  -0.26
C 0.33 0.53 0.63  -0.42
C -1.16 0.39 0.43  -0.17
H -1.09 -1.56 -0.65  0.10
H 2.12 1.59 0.48  0.06
H -2.56 -0.70 -0.76  0.10
H 2.07 -2.14 1.51  0.07
H -1.65 1.35 0.25  0.12
H 1.88 -1.48 -0.21  0.09
H -0.88 -0.83 -2.79  0.07
H -1.85 0.67 -2.43  0.07
H -1.48 0.02 1.41  0.11
H 0.72 2.38 -0.39  0.06
H -0.22 0.70 -2.15  0.06

For the frontier orbital gap, the calculation gives 9.899 eV. For the HOMO energy, the calculation gives -8.79 eV. The net charge is 0. The structure (SMILES) is C=NC(=C)CCC. For the LUMO energy, the calculation gives 1.11 eV.

=====

A structure of composition C6H11N, computed with ωB97M-V with the def2-TZVPD basis set.

Each line ends with the Löwdin charge.
Cartesian coordinates (Å):
N -1.36 -1.23 0.11  0.08
C 0.62 -0.13 0.07  -0.38
C 1.30 0.30 -1.27  -0.08
C 1.37 0.17 1.31  -0.08
C 0.00 -1.57 0.00  -0.24
C -1.23 0.02 -0.07  -0.23
C -2.26 0.98 -0.04  -0.06
H -1.99 1.95 0.47  0.11
H 0.11 -2.06 -0.94  0.10
H 2.34 -0.12 -1.37  0.09
H 1.23 1.46 -1.40  0.10
H -2.58 1.23 -1.02  0.07
H 0.43 -2.24 0.74  0.11
H 1.75 1.19 1.57  0.08
H 0.75 0.04 -2.17  0.06
H 0.56 0.03 2.20  0.13
H 2.08 -0.66 1.38  0.08
H -3.10 0.63 0.44  0.06

For the frontier orbital gap, the calculation gives 9.764 eV. For the HOMO energy, the calculation gives -8.84 eV. The net charge is 0. For the LUMO energy, the calculation gives 0.93 eV.

=====

An isolated molecule of C6H11N, computed with ωB97M-V with the def2-TZVPD basis set.

Each line ends with the Löwdin charge.
Cartesian coordinates (Å):
N -2.84 0.02 0.35  -0.01
C 1.95 -0.83 0.20  -0.23
C -1.96 -0.07 -0.84  -0.30
C 3.11 -0.21 0.52  0.01
C -0.79 0.90 -0.88  -0.20
C 0.45 0.56 -0.09  -0.11
C 0.60 -0.56 0.76  -0.13
H 4.08 -0.54 0.16  0.05
H -1.55 -1.08 -0.65  0.10
H -2.38 -0.43 1.12  0.05
H -3.18 0.96 0.48  0.05
H -2.50 -0.13 -1.76  0.09
H -0.57 1.08 -1.94  0.11
H 0.72 -0.76 1.82  0.11
H 1.05 1.46 0.05  0.11
H -1.25 1.81 -0.45  0.12
H 3.19 0.68 1.13  0.06
H 2.07 -1.61 -0.54  0.10

For the frontier orbital gap, the calculation gives 6.850 eV. For the HOMO energy, the calculation gives -7.47 eV. The net charge is 0. The structure (SMILES) is C=C/C=C/CCN. For the LUMO energy, the calculation gives -0.62 eV.

=====

A cluster of 2 separate species, C6H11N in total, computed with ωB97M-V with the def2-TZVPD basis set.

Each line ends with the Löwdin charge.
Cartesian coordinates (Å):
N 0.98 -0.58 0.44  -0.06
C 1.22 1.73 -0.28  -0.09
C 1.11 -1.10 -0.92  -0.15
C -1.53 0.97 -0.31  0.02
C 1.30 0.65 0.67  -0.29
C -1.48 -0.12 0.27  -0.17
C -1.76 -1.33 1.02  -0.10
H -0.07 1.58 -0.50  0.08
H -1.10 -1.40 1.88  0.08
H 0.76 -2.13 -0.92  0.06
H 1.72 1.57 -1.24  0.07
H 0.52 -0.54 -1.66  0.07
H -2.16 1.67 -0.81  0.06
H 1.30 0.93 1.72  0.11
H -1.58 -2.22 0.41  0.08
H -2.80 -1.33 1.36  0.08
H 2.15 -1.07 -1.24  0.08
H 1.42 2.72 0.12  0.07

For the frontier orbital gap, the calculation gives 10.101 eV. For the HOMO energy, the calculation gives -9.04 eV. The net charge is 0. The structure (SMILES) is C/C=N\C.C#CC. For the LUMO energy, the calculation gives 1.06 eV.

=====

Taking the records one at a time from the top gives DFT total energy values of -289.81071; -289.96350; -289.96870; -289.97065; -289.87890; -289.90436; -289.90167; -289.84770; -289.91244; -289.85982; -289.75462; -289.81590 hartree.
Taking the records one at a time from the top gives ΔE to the lowest compared entry with this formula, charge and spin values of 101.01; 5.13; 1.87; 0.64; 58.22; 42.24; 43.93; 77.80; 37.17; 70.19; 136.21; 97.76 kcal/mol.
Taking the records one at a time from the top gives largest force on an atom values of 0.0693; 0.0219; 0.0198; 0.0214; 0.0790; 0.0414; 0.0317; 0.0849; 0.0275; 0.1035; 0.0736; 0.0529 Eh/bohr.